Entry from OMol25: C25H35Cl5F2MgN2O4PS as an isolated structure at a distorted geometry (the ωB97M-V functional and the def2-TZVPD basis).

Properties
frontier orbital gap = 1.09 eV
2S+1 = 1
net charge = -1
HOMO level = -4.4 eV
E_tot = -131274.68018 eV

CARTESIAN COORDINATES (ANGSTROEM)
C  0.43  3.43  0.64
C  0.54  2.79  -0.79
C  -0.58  1.73  -0.92
N  -0.29  0.44  -1.55
C  1.03  0.16  -2.09
C  1.87  -0.61  -1.02
C  2.23  -0.03  0.21
C  2.97  -0.69  1.19
C  3.37  -2.02  0.97
C  3.03  -2.61  -0.25
C  2.32  -1.93  -1.25
C  2.08  -2.73  -2.54
C  -1.39  -0.29  -2.09
C  -2.68  -0.15  -1.17
C  -3.62  -1.38  -1.20
C  -4.99  -0.95  -0.53
C  -4.89  -1.38  0.98
C  -5.21  -2.90  1.16
N  -4.06  -3.71  1.59
C  -1.16  -1.84  -2.18
O  -1.35  -2.44  -3.29
O  -0.84  -2.44  -1.16
P  -1.92  0.28  -3.80
O  -2.30  1.87  -3.85
O  -3.28  -0.48  -4.28
S  -0.56  0.00  -5.20
H  1.00  4.38  0.71
H  0.92  2.73  1.36
H  -0.62  3.51  0.95
H  1.58  2.44  -0.87
H  0.30  3.62  -1.49
H  -1.42  2.22  -1.45
H  -0.97  1.54  0.10
H  1.03  -0.51  -2.97
H  1.65  1.02  -2.39
H  1.95  1.00  0.47
H  3.20  -0.16  2.11
H  3.93  -2.54  1.76
H  3.36  -3.64  -0.41
H  1.81  -3.76  -2.22
H  1.24  -2.39  -3.16
H  3.03  -2.84  -3.09
H  -2.38  -0.03  -0.11
H  -3.25  0.76  -1.43
H  -3.83  -1.78  -2.21
H  -3.26  -2.22  -0.59
H  -5.10  0.15  -0.52
H  -5.83  -1.48  -1.01
H  -5.47  -0.72  1.65
H  -3.82  -1.24  1.25
H  -6.07  -3.04  1.84
H  -5.50  -3.27  0.16
H  -3.88  -4.48  0.96
H  -3.21  -3.17  1.71
H  -2.96  2.02  -3.15
H  -3.14  -1.44  -4.23
C  -2.43  4.98  -5.51
Cl  -3.43  4.15  -6.71
Cl  -3.16  4.79  -3.90
Cl  -0.81  4.29  -5.50
Cl  -2.34  6.70  -5.91
F  3.72  1.21  4.19
C  4.56  0.76  5.12
C  4.12  0.62  6.43
C  4.99  0.15  7.40
C  6.31  -0.16  7.06
C  6.74  0.00  5.75
C  5.86  0.45  4.77
H  3.06  0.88  6.69
H  4.65  0.03  8.42
H  6.99  -0.52  7.82
H  7.76  -0.24  5.48
H  6.18  0.57  3.74
Mg  -1.47  -1.82  -6.80
Cl  1.83  2.19  7.18
F  1.80  2.15  2.99

Here are the Löwdin charges for atoms 1 to 4, given in e: atom 1 (C): -0.11, atom 2 (C): -0.22, atom 3 (C): -0.18, atom 4 (N): -0.10